[1]
{
  "formula": "C12H14N2O",
  "method": "the ωB97M-V functional and the def2-TZVPD basis",
  "homo_energy_ev": -9.02,
  "gap_ev": 9.52,
  "charge": 0,
  "e_above_lowest_kj_mol": 281.4,
  "species": ["O", "N", "N", "C", "C", "C", "C", "C", "C", "C", "C", "C", "C", "C", "C", "H", "H", "H", "H", "H", "H", "H", "H", "H", "H", "H", "H", "H", "H"],
  "xyz": [[-0.711, 1.590, 2.239], [0.927, -0.091, 1.489], [1.515, -1.557, 3.426], [0.603, -1.072, -0.705], [2.877, -0.922, 0.397], [-0.762, -0.446, -0.869], [-2.662, -0.039, -2.199], [-1.412, -0.602, -2.029], [1.246, -0.829, 2.565], [-2.528, 0.855, 0.058], [1.600, 1.227, -0.471], [-0.609, 0.357, 1.588], [1.564, -0.222, 0.193], [-3.228, 0.657, -1.134], [-1.274, 0.250, 0.265], [-3.465, -0.112, -3.001], [-0.876, -1.136, -2.864], [1.643, 0.973, -1.475], [1.138, -1.258, -1.750], [-0.881, 2.280, 1.547], [2.480, 1.775, -0.117], [0.659, -2.047, -0.236], [2.756, -1.957, 0.512], [3.403, -0.868, -0.484], [-0.902, -0.362, 2.437], [3.466, -0.556, 1.310], [-3.037, 1.488, 0.801], [0.711, 1.696, -0.198], [-4.240, 0.930, -1.295]],
  "lowdin_charge": [0.006, 0.008, 0.151, -0.077, -0.032, -0.189, -0.070, -0.058, -0.332, -0.013, 0.033, -0.252, -0.497, -0.088, -0.109, 0.130, 0.137, 0.060, 0.163, 0.117, 0.098, 0.119, 0.068, 0.059, 0.176, 0.130, 0.125, 0.047, 0.091]
}


[2]
{
  "formula": "C31H29BF6O2S",
  "method": "the ωB97M-V functional and the def2-TZVPD basis",
  "homo_energy_ev": -8.29,
  "gap_ev": 8.19,
  "charge": 0,
  "e_above_lowest_kj_mol": 0.0,
  "species": ["S", "F", "F", "F", "F", "F", "F", "O", "O", "C", "C", "C", "C", "C", "C", "C", "C", "C", "C", "C", "C", "C", "C", "C", "C", "C", "C", "C", "C", "C", "C", "C", "C", "C", "C", "C", "C", "C", "C", "C", "B", "H", "H", "H", "H", "H", "H", "H", "H", "H", "H", "H", "H", "H", "H", "H", "H", "H", "H", "H", "H", "H", "H", "H", "H", "H", "H", "H", "H", "H"],
  "xyz": [[-2.266, -2.648, 0.558], [-3.364, 2.445, 6.316], [-5.243, 1.334, 6.017], [-4.693, 2.973, 4.652], [3.600, 1.356, 2.709], [-1.684, 4.095, -2.882], [-0.791, 3.094, 3.316], [2.511, 0.910, -1.712], [1.053, -0.550, -2.821], [4.547, 0.632, -2.953], [-0.325, 1.697, 1.449], [0.238, -3.047, 0.971], [-0.161, -2.082, 1.935], [1.431, 2.270, 3.059], [-3.489, 0.936, 4.463], [2.563, -2.158, -3.786], [-1.061, 0.889, -1.238], [-4.140, 0.513, 3.305], [0.120, 2.350, 2.598], [-3.499, -0.377, 2.459], [-1.489, -1.699, 1.823], [-3.443, 1.150, -1.624], [1.896, 0.818, 1.135], [0.568, 0.922, 0.689], [-2.196, -0.830, 2.743], [-0.691, -4.357, -1.034], [3.338, -0.073, -2.388], [-2.363, 0.393, -1.162], [-1.917, 2.861, -2.320], [2.291, 1.482, 2.295], [-0.781, -3.404, 0.096], [3.822, -1.087, -1.346], [-1.576, -0.400, 3.940], [-2.220, 0.483, 4.791], [-4.187, 1.920, 5.363], [2.335, -0.695, -3.460], [-0.821, 2.105, -1.902], [-3.232, 2.416, -2.191], [0.106, 0.202, -0.551], [2.319, 0.113, -4.754], [1.256, 0.380, -1.814], [0.192, 2.492, -2.028], [1.889, -2.461, -4.597], [1.241, -3.470, 0.906], [-5.138, 0.886, 3.075], [-0.074, -0.866, -0.376], [-2.509, -0.600, -0.724], [4.392, -0.547, -0.577], [4.263, 1.483, -3.584], [1.755, 2.793, 3.956], [-4.056, 3.035, -2.538], [-1.452, -5.140, -0.947], [1.554, -0.295, -5.423], [5.147, -0.078, -3.539], [2.994, -1.620, -0.852], [3.287, 0.028, -5.268], [0.498, -1.672, 2.690], [2.091, 1.174, -4.576], [3.600, -2.299, -4.132], [-0.843, -3.847, -1.993], [5.166, 0.993, -2.122], [-1.368, 1.801, 1.144], [2.379, -2.800, -2.916], [-4.453, 0.748, -1.528], [0.305, -4.811, -1.039], [2.623, 0.234, 0.572], [4.491, -1.821, -1.814], [-0.590, -0.773, 4.220], [-4.014, -0.725, 1.560], [-1.735, 0.823, 5.701]],
  "lowdin_charge": [1.094, 0.116, 0.114, 0.117, 0.033, 0.035, 0.040, 0.142, 0.145, -0.011, 0.048, -0.126, -0.119, 0.061, -0.131, -0.006, -0.207, 0.000, -0.235, -0.028, -0.452, -0.059, 0.047, -0.162, -0.226, -0.101, -0.451, -0.043, -0.228, -0.224, -0.580, -0.011, -0.009, -0.006, -0.520, -0.462, 0.051, -0.012, -0.059, -0.011, -0.556, 0.139, 0.095, 0.114, 0.130, 0.113, 0.040, 0.098, 0.094, 0.131, 0.116, 0.079, 0.095, 0.101, 0.096, 0.094, 0.110, 0.104, 0.100, 0.083, 0.098, 0.135, 0.088, 0.108, 0.083, 0.105, 0.097, 0.116, 0.101, 0.127]
}


[3]
{
  "formula": "C4H6O2",
  "method": "the ωB97M-V functional and the def2-TZVPD basis",
  "homo_energy_ev": -9.03,
  "gap_ev": 9.91,
  "charge": 0,
  "e_above_lowest_kj_mol": 174.4,
  "species": ["O", "O", "C", "C", "C", "C", "H", "H", "H", "H", "H", "H"],
  "xyz": [[-0.805, -0.555, -1.222], [-2.098, 1.367, 0.543], [0.071, -1.246, -0.755], [0.395, -1.381, 0.703], [-1.043, 1.634, 0.125], [0.159, 2.014, -0.254], [0.570, 2.894, 0.222], [0.683, -1.879, -1.429], [0.671, 1.528, -1.071], [1.477, -1.452, 0.859], [-0.048, -2.336, 1.012], [-0.028, -0.579, 1.310]],
  "lowdin_charge": [0.023, 0.160, -0.302, -0.047, -0.309, -0.003, 0.060, 0.119, 0.056, 0.083, 0.090, 0.071]
}


[4]
{
  "formula": "H17O9",
  "method": "the ωB97M-V functional and the def2-TZVPD basis",
  "homo_energy_ev": -7.12,
  "gap_ev": 10.06,
  "charge": -1,
  "e_above_lowest_kj_mol": 197.7,
  "species": ["O", "O", "O", "O", "O", "O", "O", "O", "O", "H", "H", "H", "H", "H", "H", "H", "H", "H", "H", "H", "H", "H", "H", "H", "H", "H"],
  "xyz": [[-0.510, -2.867, 0.708], [-1.152, 2.113, -0.687], [2.313, -1.057, 0.431], [-0.208, -1.719, -2.675], [-0.278, -0.487, -0.364], [-2.792, -0.628, -1.001], [2.849, 1.610, -0.395], [0.725, 2.723, 1.337], [-0.987, 0.427, 2.057], [-0.732, -2.522, -2.499], [0.348, 2.001, 1.859], [0.975, 3.291, 2.193], [-0.332, 2.163, -0.132], [0.267, -3.336, 0.452], [-1.821, -0.466, -0.764], [-1.675, -0.296, 2.162], [-1.359, 1.180, -0.796], [2.689, 0.625, -0.160], [-0.259, -1.131, -1.823], [2.200, 2.165, 0.025], [1.286, -0.783, 0.202], [-0.654, -0.143, 1.198], [-0.612, -1.990, -0.019], [2.456, -0.705, 1.244], [0.146, 0.395, -0.614], [-2.885, -0.564, -1.941]],
  "lowdin_charge": [-0.167, -0.077, -0.089, -0.143, -0.436, -0.096, -0.112, -0.107, -0.176, 0.022, 0.009, 0.137, 0.000, -0.018, -0.029, 0.061, -0.019, 0.023, -0.002, -0.037, 0.078, 0.049, 0.088, -0.033, 0.063, 0.013]
}